1.
ORCA calculation (ωB97M-V/def2-TZVPD) on a structure of composition C31H33N9O8SSn at a distorted geometry.

Summary:
orbital gap: 0.224 Eh
relative energy (zero: lowest compared OMol25 entry of this formula, charge and spin): 2.662 eV

Geometry as ORCA input:
```
! RIJCOSX wB97M-V def2-TZVPD def2/J DEFGRID3
* xyz -2 1
Sn 0.1394 -0.2321 0.4260
O -2.4890 -4.0221 -0.6778
C -1.5959 -3.1569 -0.5341
N -1.7015 -1.8848 -0.2128
C -3.0093 -1.4130 0.1732
C -3.0385 -0.9125 1.5997
C -4.2513 -0.5536 2.1891
C -4.2571 -0.0714 3.4816
C -3.0549 0.0278 4.1723
C -1.8970 -0.3364 3.5112
N -1.8925 -0.8020 2.2638
C -0.1547 -3.5678 -0.7632
C 0.1659 -4.4709 -1.7732
C 1.4940 -4.7934 -1.9852
C 2.4545 -4.2660 -1.1303
C 2.0379 -3.4207 -0.1136
N 0.7711 -3.0545 0.0476
H -3.2894 -0.5634 -0.4622
H -3.7662 -2.1978 0.0568
H -5.1665 -0.6319 1.6160
H -5.1857 0.2277 3.9542
H -3.0260 0.3967 5.1892
H -0.9209 -0.2468 3.9722
H -0.6337 -4.8966 -2.3641
H 1.7862 -5.4411 -2.8044
H 3.5033 -4.5115 -1.2443
H 2.7355 -2.9979 0.6037
N -0.8466 1.8089 -2.2270
C -2.1691 2.3230 -1.9081
C -2.5656 2.0830 -0.4403
O -3.6803 2.4999 -0.0922
O -1.7078 1.5207 0.3071
H -0.1990 2.0100 -1.4651
H -0.4819 2.2574 -3.0579
H -2.9158 1.8234 -2.5342
H -2.2803 3.4053 -2.0683
O 3.5358 1.4964 2.4937
C 3.0151 0.9680 1.5046
O 2.5946 -0.2254 1.3635
C 2.8204 1.8463 0.2024
O 3.8070 2.4161 -0.2887
O 1.6216 1.8589 -0.2294
C 3.5715 -0.8639 -1.6674
C 2.3753 -0.9120 -2.5530
N 1.1436 -0.7698 -2.1515
C 0.3358 -0.8550 -3.2585
C 1.1023 -1.0572 -4.3627
N 2.4129 -1.0891 -3.9086
C 3.5662 -1.3464 -4.7075
N 3.8554 -0.2627 -5.6155
N 4.1174 -0.5260 -6.9169
N 4.5029 0.5480 -7.4981
C 4.5122 1.5658 -6.5821
C 4.8708 2.9113 -6.7015
C 4.7705 3.6912 -5.5694
C 4.3193 3.1700 -4.3458
C 3.9658 1.8438 -4.2053
C 4.0889 1.0519 -5.3454
H 3.2185 -0.7460 -0.6402
H 4.2100 -0.0090 -1.8984
H 4.1677 -1.7762 -1.7416
H -0.7297 -0.7545 -3.1573
H 0.8702 -1.1334 -5.4116
H 3.4257 -2.2325 -5.3278
H 4.4119 -1.5084 -4.0375
H 5.2117 3.3031 -7.6505
H 5.0339 4.7403 -5.6227
H 4.2441 3.8152 -3.4807
H 3.6004 1.4696 -3.2585
O 0.0579 1.5741 2.4926
S 0.0050 2.8858 1.7772
C -1.4676 3.7506 2.4442
C -1.1018 4.1232 3.8651
C 0.2541 4.8188 3.7543
C 1.1096 3.9432 2.8371
H -2.3169 3.0813 2.3355
H -1.6097 4.6318 1.8116
H -0.9869 3.2039 4.4461
H -1.8578 4.7496 4.3490
H 0.7176 4.9542 4.7352
H 0.1228 5.8115 3.3116
H 1.7186 3.2206 3.3776
H 1.7544 4.5021 2.1590
*
```

---

2.
ORCA calculation (ωB97M-V/def2-TZVPD) on a structure of composition C33H29AsN2O3PdS2Si.

Summary:
orbital gap: 0.253 Eh

Geometry as ORCA input:
```
! RIJCOSX wB97M-V def2-TZVPD def2/J DEFGRID3
* xyz 2 1
Pd -0.3333 -0.9611 0.2605
C 3.9781 -4.7606 -3.1266
Si 3.1831 -3.0969 -3.3643
C 2.8686 -2.7267 -5.1661
C 4.1899 -1.7389 -2.5784
C 1.4499 -3.1934 -2.5603
C 0.5627 -4.1956 -2.9633
C -0.7137 -4.3270 -2.4238
C -1.1295 -3.4122 -1.4809
N -0.3085 -2.4294 -1.1035
C 0.9396 -2.3444 -1.5906
S 1.6739 -0.9993 -0.7079
H 4.9576 -4.7803 -3.6091
H 3.3858 -5.5674 -3.5626
H 4.1246 -4.9841 -2.0684
H 3.8093 -2.7040 -5.7201
H 2.3856 -1.7553 -5.2948
H 2.2341 -3.4826 -5.6333
H 5.1684 -1.7130 -3.0651
H 4.3664 -1.9077 -1.5145
H 3.7402 -0.7518 -2.7073
H 0.8783 -4.9100 -3.7160
H -1.3719 -5.1285 -2.7261
H -2.1067 -3.4494 -1.0193
O 0.5628 2.8394 0.9813
S -0.2968 1.9485 1.6900
O -1.7327 2.0933 1.0162
N 0.0790 0.4345 1.7630
C 0.0471 -0.0418 3.1222
O 0.2372 -1.1823 3.4032
C -0.2816 1.0839 4.0465
C -0.3229 1.0534 5.4257
C -0.6337 2.2370 6.0882
C -0.8847 3.4188 5.3935
C -0.8358 3.4604 4.0059
C -0.5456 2.2673 3.3725
H -0.1120 0.1371 5.9599
H -0.6735 2.2454 7.1690
H -1.1136 4.3208 5.9439
H -1.0136 4.3754 3.4579
C -3.2472 6.6649 -1.3276
C -1.8954 6.3424 -1.2974
C -1.5028 5.0253 -1.1324
C -2.4885 4.0486 -0.9970
C -3.8459 4.3580 -1.0268
C -4.2192 5.6813 -1.1953
As -1.9459 2.2627 -0.7755
C -3.1557 0.9422 -1.3462
C -4.4545 0.6825 -0.9314
C -5.2188 -0.1951 -1.6872
C -4.6877 -0.7561 -2.8438
C -3.3831 -0.4929 -3.2459
C -2.5903 0.3568 -2.4907
C -1.1691 0.7012 -2.7668
C -0.4000 0.1389 -3.7717
C 0.9326 0.5104 -3.9094
C 1.5090 1.4431 -3.0579
C 0.7583 2.0259 -2.0465
C -0.5635 1.6383 -1.9112
H -3.5463 7.6957 -1.4623
H -1.1489 7.1165 -1.4096
H -0.4506 4.7679 -1.1174
H -4.6004 3.5866 -0.9384
H -5.2673 5.9443 -1.2287
H -4.8648 1.1453 -0.0427
H -6.2312 -0.4263 -1.3862
H -5.3023 -1.4134 -3.4447
H -2.9982 -0.9509 -4.1471
H -0.8278 -0.5879 -4.4495
H 1.5290 0.0671 -4.6959
H 2.5482 1.7169 -3.1767
H 1.2088 2.7369 -1.3699
*
```

---

3.
ORCA calculation (ωB97M-V/def2-TZVPD) on a structure of composition C26H24BrIMgN4O3.

Summary:
orbital gap: 0.284 Eh
relative energy (zero: lowest compared OMol25 entry of this formula, charge and spin): 0.000 eV

Geometry as ORCA input:
```
! RIJCOSX wB97M-V def2-TZVPD def2/J DEFGRID3
* xyz 0 1
Mg 0.7923 -0.5901 -0.5942
C 0.3902 -0.8599 2.6671
N 1.2767 -0.8489 1.5135
C 2.5358 -1.0372 1.6856
C 3.4255 -0.9692 0.5701
C 4.8157 -1.0337 0.4913
C 5.1313 -0.8487 -0.8602
C 3.9152 -0.6808 -1.5246
N 2.8778 -0.7516 -0.6715
C -0.0760 0.5469 2.9610
C -1.1115 1.1162 2.2281
C -1.4834 2.4358 2.4383
C -0.8233 3.2010 3.3905
C 0.2082 2.6393 4.1302
C 0.5797 1.3201 3.9125
H 0.8955 -1.2730 3.5470
H -0.4643 -1.4964 2.4320
H 2.9444 -1.2402 2.6791
H 5.4988 -1.1958 1.3111
H 6.1127 -0.8370 -1.3066
H 3.7527 -0.5125 -2.5803
H -1.6153 0.5249 1.4705
H -2.2917 2.8649 1.8578
H -1.1169 4.2290 3.5609
H 0.7235 3.2282 4.8785
H 1.3897 0.8859 4.4885
C 1.2988 -2.7912 -3.2044
C 0.5595 -1.5137 -3.4375
C -0.1953 -1.3749 -4.7214
O 0.6008 -0.5731 -2.6523
H 1.8359 -3.0802 -4.1096
H 0.5569 -3.5609 -2.9867
H 1.9931 -2.7018 -2.3715
H -0.6406 -2.3247 -5.0106
H 0.5119 -1.0746 -5.5001
H -0.9593 -0.6084 -4.6209
Br -5.2455 -0.9756 2.8084
C -4.7882 -1.4911 1.0455
C -5.7898 -1.7295 0.1169
N -5.5279 -2.0868 -1.1363
C -4.2526 -2.2132 -1.4943
C -3.1853 -1.9824 -0.6336
C -3.4645 -1.6159 0.6739
C -1.7637 -2.0775 -1.1400
O -1.5663 -2.5548 -2.2562
O -0.8772 -1.6048 -0.3453
H -6.8320 -1.6304 0.3965
H -4.0502 -2.5060 -2.5170
H -2.6594 -1.4339 1.3714
I -2.1222 1.5086 -1.6720
C -0.4240 2.4039 -0.8468
C -0.4179 3.7803 -0.6788
C 0.6799 4.3578 -0.0663
C 1.7274 3.5502 0.3455
C 1.6406 2.1917 0.1185
N 0.5799 1.6192 -0.4696
H -1.2583 4.3713 -1.0104
H 0.7123 5.4283 0.0895
H 2.5993 3.9588 0.8354
H 2.4405 1.5186 0.4041
*
```

---

4.
ORCA calculation (ωB97M-V/def2-TZVPD) on a cluster of 6 separate species, C23H39N6O5 in total at a distorted geometry.

Summary:
orbital gap: 0.124 Eh
relative energy (zero: lowest compared OMol25 entry of this formula, charge and spin): 0.000 eV

Geometry as ORCA input:
```
! RIJCOSX wB97M-V def2-TZVPD def2/J DEFGRID3
* xyz 1 1
C 3.6245 2.4468 0.3564
C 2.6853 1.2488 0.0426
C 3.4236 -0.0439 0.4438
C 2.5697 -1.2836 0.4802
C 1.4898 -0.9615 1.5976
C 0.5604 0.2479 1.3461
N 1.3705 1.3453 0.7991
O 0.8211 2.5737 0.6452
C 0.0230 0.7650 2.7090
C -0.6046 -0.0102 0.2907
C 2.4698 1.2422 -1.5898
H 4.5660 2.2288 -0.2514
H 3.7643 2.5170 1.3843
H 3.0957 3.3810 0.0713
H 4.0437 0.0836 1.2598
H 4.2318 -0.2160 -0.2934
H 3.1722 -2.0888 0.6734
H 2.0105 -1.5287 -0.3289
H 1.8201 -0.9756 2.6053
H 0.7626 -1.7740 1.6838
H 0.8450 0.7532 3.1749
H -0.7778 0.1889 3.0977
H -0.6312 1.6489 2.5572
H -1.2507 0.9357 0.2940
H -1.2453 -0.8057 0.7090
H -0.2625 -0.2354 -0.7856
H 1.8660 0.2454 -1.7824
H 3.4519 1.2008 -1.9176
H 1.8932 2.0921 -1.8555
N 1.9393 3.8136 4.3928
C 2.5031 4.7154 3.4423
C 1.3374 5.3935 2.9231
C 0.0872 4.9387 3.6261
C 0.6941 3.9129 4.5808
H 2.7039 3.1184 4.7819
H 3.7412 4.5766 3.3534
H 1.3301 6.2573 1.9830
H -0.8583 5.2902 3.4860
H 0.2842 3.3192 5.3102
N -4.7842 -0.1031 0.8327
C -4.2209 0.4064 1.9201
C -4.8268 1.8396 1.9165
C -5.8917 1.8328 0.9418
C -5.7999 0.5380 0.0748
H -4.6683 -1.1337 0.3466
H -3.4937 -0.2032 2.5759
H -4.5422 2.4669 2.6132
H -6.6157 2.4927 0.7723
H -6.4209 0.2509 -0.7972
N -4.7373 -3.5151 -0.1990
C -4.8313 -3.1353 -1.5004
C -3.4518 -2.8797 -1.9945
C -2.5716 -3.2028 -0.7947
C -3.4860 -3.7497 0.2455
H -5.4638 -3.9682 0.2312
H -5.6726 -3.2330 -2.0867
H -3.1480 -2.7986 -2.9916
H -1.5417 -3.1096 -0.6735
H -3.3786 -4.0457 1.1057
C -0.6897 -1.7674 -5.3658
N -0.6226 -1.8724 -3.8719
O -0.7472 -2.9932 -3.2900
O -0.7677 -0.8024 -3.1882
H -1.3875 -0.9072 -5.6017
H -0.7720 -2.8347 -5.7981
H 0.2933 -1.4938 -5.7378
C 4.7094 -3.6724 -3.4450
N 4.0106 -2.5397 -3.6994
O 3.9940 -1.6937 -2.8381
O 3.3358 -2.4748 -4.7496
H 4.5471 -4.0625 -2.3554
H 5.7199 -3.6572 -3.7062
H 4.3728 -4.5357 -4.1877
*
```